1.
ORCA calculation (ωB97M-V/def2-TZVPD) on C42H48MgN4OSSi2 as an isolated structure at a distorted geometry.

**Maximum force**: 4.7 eV Å⁻¹
**HOMO level**: -4.99 eV
**Orbital gap**: 5.104 eV
**Energy above the lowest of the compared OMol25 structures with the same formula, charge and spin**: 243.5 kJ/mol
**Calculated total energy**: -3100.706127 hartree
**Lowest unoccupied orbital energy**: 0.12 eV

CARTESIAN COORDINATES (ANGSTROEM)
Mg: 11.318 12.057 9.706
C: 11.926 9.020 10.188
N: 11.479 9.830 8.960
C: 12.437 9.889 7.939
C: 13.615 10.790 8.299
C: 14.823 10.585 7.752
C: 15.914 11.446 8.006
C: 15.715 12.506 8.861
C: 14.392 12.677 9.331
N: 13.405 11.835 9.084
C: 10.111 9.458 8.477
C: 9.011 9.733 9.487
C: 7.735 9.052 9.397
C: 6.739 9.526 10.228
C: 7.012 10.485 11.158
C: 8.200 11.093 11.162
N: 9.152 10.789 10.242
C: 11.473 9.647 11.570
C: 10.953 8.836 12.551
C: 10.621 9.383 13.771
C: 10.822 10.739 14.014
C: 11.229 11.501 12.935
N: 11.620 10.957 11.733
H: 11.657 8.030 10.162
H: 13.034 9.149 10.169
H: 12.843 8.921 7.584
H: 11.893 10.314 7.076
H: 15.114 9.739 7.130
H: 16.816 11.233 7.458
H: 16.525 13.194 9.223
H: 14.151 13.443 9.997
H: 9.954 10.000 7.487
H: 9.994 8.373 8.309
H: 7.552 8.170 8.730
H: 5.783 9.104 10.120
H: 6.231 10.764 11.846
H: 8.550 11.796 11.875
H: 10.845 7.784 12.348
H: 10.240 8.692 14.521
H: 10.669 11.179 15.005
H: 11.329 12.570 13.013
C: 10.006 14.852 12.343
Si: 10.767 14.482 10.645
C: 12.170 15.703 10.555
C: 9.466 15.121 9.468
C: 8.502 16.079 9.928
C: 7.500 16.450 9.044
C: 7.411 15.980 7.706
C: 8.319 15.068 7.301
C: 9.267 14.593 8.177
Si: 10.309 13.085 7.612
C: 9.196 12.400 6.167
C: 11.894 13.838 6.870
H: 9.640 15.847 12.196
H: 10.810 14.786 13.144
H: 9.220 14.165 12.445
H: 11.782 16.792 10.527
H: 12.651 15.581 9.635
H: 12.809 15.705 11.505
H: 8.478 16.555 10.876
H: 6.676 17.058 9.420
H: 6.552 16.271 7.096
H: 8.261 14.653 6.256
H: 9.003 13.172 5.456
H: 8.245 12.058 6.489
H: 9.777 11.527 5.778
H: 12.501 14.369 7.606
H: 11.593 14.501 5.998
H: 12.623 13.097 6.615
O: 15.391 9.114 10.826
S: 16.060 8.090 11.727
C: 15.180 8.376 13.275
C: 15.502 9.726 13.945
C: 14.801 10.845 13.442
C: 15.141 12.032 14.018
C: 16.069 12.166 15.080
C: 16.833 11.054 15.469
C: 16.441 9.788 14.943
C: 17.781 8.682 12.058
C: 18.442 9.388 10.893
C: 18.146 10.686 10.735
C: 18.745 11.346 9.633
C: 19.648 10.655 8.828
C: 19.850 9.257 8.939
C: 19.179 8.662 9.996
H: 15.336 7.562 13.994
H: 14.162 8.310 12.894
H: 14.045 10.816 12.726
H: 14.636 12.969 13.662
H: 16.267 13.043 15.691
H: 17.643 11.126 16.254
H: 16.914 8.858 15.351
H: 18.318 7.768 12.385
H: 17.767 9.425 12.860
H: 17.407 11.220 11.356
H: 18.641 12.370 9.448
H: 20.186 11.222 8.094
H: 20.461 8.648 8.221
H: 19.373 7.642 10.163

***

2.
ORCA calculation (ωB97M-V/def2-TZVPD) on C16H36N2O8Sr as an isolated structure at a distorted geometry.

**Net charge**: +1
**Maximum force**: 3.1 eV Å⁻¹
**HOMO level (spin up / spin down)**: -10.98 / -10.98 eV
**Spin multiplicity**: 2
**Orbital gap (spin up / spin down)**: 8.768 / 4.222 eV
**Calculated total energy**: -1373.129345 hartree
**Lowest unoccupied orbital energy (spin up / spin down)**: -2.21 / -6.76 eV

CARTESIAN COORDINATES (ANGSTROEM)
Sr: -0.239 0.763 0.511
C: -1.758 4.390 -1.921
C: -1.597 3.046 -1.384
O: -1.288 2.899 -0.196
O: -1.735 2.039 -2.101
H: -2.674 4.424 -2.510
H: -0.852 4.662 -2.462
H: -1.666 5.153 -1.148
C: 0.687 1.099 4.851
C: 0.065 1.655 3.611
O: 0.843 1.943 2.711
O: -1.142 1.635 3.247
H: 0.223 1.605 5.698
H: 1.681 1.521 5.000
H: 0.657 0.019 4.706
C: 2.315 3.156 -0.478
O: 1.756 1.858 -0.880
C: 1.856 1.470 -2.225
C: 1.408 0.089 -2.484
N: -0.003 -0.164 -2.013
C: -0.658 -1.178 -2.747
C: -0.001 -2.579 -2.513
O: -0.654 -3.200 -1.385
C: -0.364 -4.565 -1.190
H: 1.778 3.924 -1.034
H: 3.399 3.206 -0.576
H: 2.179 3.364 0.584
H: 2.903 1.449 -2.528
H: 1.260 2.170 -2.811
H: 2.097 -0.460 -1.842
H: 1.520 -0.071 -3.557
H: -0.637 0.600 -2.194
H: -0.456 -0.896 -3.780
H: -1.714 -1.154 -2.478
H: 1.067 -2.706 -2.336
H: -0.175 -3.287 -3.323
H: 0.713 -4.648 -1.042
H: -0.736 -5.229 -1.971
H: -1.071 -4.931 -0.446
C: 3.230 0.331 1.488
O: 2.037 -0.186 1.073
C: 2.088 -1.592 0.870
C: 0.860 -2.208 1.548
N: -0.373 -1.749 0.848
C: -1.589 -1.884 1.666
C: -2.838 -1.351 0.944
O: -2.772 0.083 0.896
C: -3.992 0.634 0.498
H: 3.220 1.400 1.701
H: 3.927 0.055 0.696
H: 3.517 -0.101 2.446
H: 2.905 -2.025 1.447
H: 2.089 -1.707 -0.214
H: 0.819 -1.941 2.604
H: 0.908 -3.296 1.499
H: -0.405 -2.175 -0.068
H: -1.359 -1.402 2.616
H: -1.755 -2.947 1.837
H: -3.761 -1.653 1.438
H: -2.824 -1.693 -0.091
H: -4.085 1.716 0.588
H: -4.919 0.199 0.872
H: -3.916 0.422 -0.568

***

3.
ORCA calculation (ωB97M-V/def2-TZVPD) on one molecule with the formula C10H10OS at a distorted geometry.

**Maximum force**: 3.5 eV Å⁻¹
**HOMO level**: -8.54 eV
**Orbital gap**: 8.740 eV
**Energy above the lowest of the compared OMol25 structures with the same formula, charge and spin**: 187.8 kJ/mol
**Calculated total energy**: -860.331541 hartree
**Lowest unoccupied orbital energy**: 0.20 eV

CARTESIAN COORDINATES (ANGSTROEM)
C: 3.288 0.147 0.191
C: 2.446 -0.100 -0.858
C: 2.768 -0.011 1.461
C: 1.090 -0.400 -0.759
C: 1.389 -0.473 1.646
C: 0.591 -0.628 0.520
C: -2.442 0.220 -2.006
C: -2.796 0.919 1.288
C: -1.692 0.784 -1.047
C: -2.001 0.507 0.346
O: -1.392 -2.235 -0.286
S: -1.010 -1.375 0.846
H: 4.313 0.471 0.087
H: 2.915 0.011 -1.869
H: 3.597 0.074 2.190
H: 0.344 -0.546 -1.518
H: 0.908 -0.546 2.612
H: -2.050 0.236 -2.945
H: -3.229 -0.560 -1.884
H: -2.849 0.511 2.213
H: -3.465 1.696 1.054
H: -0.721 1.297 -1.282

***

4.
ORCA calculation (ωB97M-V/def2-TZVPD) on a 2-piece molecular cluster, C6H14N2O2 overall at a distorted geometry.

**Maximum force**: 13.4 eV Å⁻¹
**HOMO level**: -9.64 eV
**Orbital gap**: 10.126 eV
**Energy above the lowest of the compared OMol25 structures with the same formula, charge and spin**: 324.3 kJ/mol
**Calculated total energy**: -496.934013 hartree
**SMILES**: CNC(C)=O.CNC(C)=O
**Lowest unoccupied orbital energy**: 0.48 eV

CARTESIAN COORDINATES (ANGSTROEM)
C: 2.041 1.741 -0.977
C: 2.019 -2.120 -0.443
C: 2.307 0.281 -0.179
O: 2.864 0.194 0.891
N: 1.677 -0.838 -0.815
H: 1.533 2.503 -0.383
H: 1.436 -0.767 -1.849
H: 2.435 -2.669 -1.398
H: 2.938 2.098 -1.419
H: 1.352 1.555 -1.689
H: 2.894 -2.036 0.287
H: 1.133 -2.624 -0.041
C: -1.303 1.315 1.900
C: -2.698 -0.876 -0.609
C: -2.666 0.145 0.467
O: -3.430 1.142 0.333
N: -1.578 0.053 1.245
H: -0.929 -0.504 1.185
H: -1.203 1.070 3.064
H: -3.789 -1.253 -0.588
H: -0.388 1.706 1.515
H: -2.023 2.097 1.574
H: -2.419 -0.421 -1.537
H: -2.203 -1.794 -0.532

***

5.
ORCA calculation (ωB97M-V/def2-TZVPD) on a 2-piece molecular cluster, C18H18N2 overall at a distorted geometry.

**Maximum force**: 1.2 eV Å⁻¹
**HOMO level**: -7.56 eV
**Orbital gap**: 8.413 eV
**Energy above the lowest of the compared OMol25 structures with the same formula, charge and spin**: 33.2 kJ/mol
**Calculated total energy**: -806.234057 hartree
**SMILES**: Cc1c[nH]c2ccccc12.Cc1c[nH]c2ccccc12
**Lowest unoccupied orbital energy**: 0.86 eV

CARTESIAN COORDINATES (ANGSTROEM)
C: 1.713 -3.129 1.795
C: 1.629 -0.810 -1.180
C: 0.981 -1.744 -0.342
C: 1.935 -2.178 0.641
C: 3.102 -1.550 0.340
C: 0.969 -0.053 -2.141
C: -0.366 -0.338 -2.374
C: -0.381 -1.970 -0.579
C: -1.034 -1.276 -1.580
N: 2.944 -0.740 -0.767
H: 3.573 0.007 -0.999
H: 1.497 0.705 -2.712
H: 4.053 -1.566 0.851
H: -0.875 0.201 -3.160
H: -0.894 -2.776 -0.078
H: 0.760 -3.644 1.681
H: 1.775 -2.599 2.743
H: -2.103 -1.403 -1.679
H: 2.425 -3.943 1.680
C: 1.150 1.430 1.968
C: -2.167 1.030 0.293
C: -0.916 1.689 0.376
C: -0.262 1.190 1.550
C: -1.123 0.324 2.145
C: -3.118 1.274 -0.675
C: -2.808 2.219 -1.637
C: -0.615 2.608 -0.621
C: -1.580 2.867 -1.588
N: -2.288 0.241 1.413
H: -2.966 -0.499 1.472
H: -4.134 0.911 -0.548
H: -0.989 -0.226 3.065
H: -3.488 2.402 -2.459
H: 0.305 3.161 -0.739
H: 1.376 2.497 1.955
H: 1.849 1.001 1.250
H: -1.314 3.602 -2.332
H: 1.384 1.087 2.972

***

6.
ORCA calculation (ωB97M-V/def2-TZVPD) on one molecule with the formula C4H8O2 at a distorted geometry.

**Maximum force**: 5.5 eV Å⁻¹
**HOMO level**: -8.53 eV
**Orbital gap**: 9.173 eV
**Energy above the lowest of the compared OMol25 structures with the same formula, charge and spin**: 364.9 kJ/mol
**Calculated total energy**: -307.573452 hartree
**SMILES**: C[C@@H](O)CC=O
**Lowest unoccupied orbital energy**: 0.65 eV

CARTESIAN COORDINATES (ANGSTROEM)
C: -1.649 -0.255 -0.480
C: -0.277 0.333 -0.293
O: -0.244 1.303 0.753
C: 0.685 -0.715 0.114
C: 2.118 0.043 0.222
O: 2.436 -0.739 1.093
H: -2.347 0.521 -0.794
H: -1.626 -1.036 -1.248
H: -2.002 -0.692 0.462
H: 0.119 0.766 -1.220
H: -0.790 2.048 0.473
H: 0.822 -1.553 -0.572
H: 0.303 -1.146 1.087
H: 2.452 1.121 0.404